100
Properties=species:S:1:pos:R:3:forces:R:3:mulliken_charge:R:1 method="wB97M-V/def2-TZVPD" charge=-2 lumo_energy_ev=4.0 homo_ev=-2.965 homo_lumo_gap_ev=6.948 total_energy_ev=-127987.0547 de_lowest_kcal_mol=0.0 multiplicity=1
Mg 0.50608 -1.05048 -1.56556 0.4 -0.5 0.1 1.61
C 3.64917 2.36530 2.85691 1.0 -1.5 -0.8 -1.12
C 2.18975 2.57947 2.51204 0.7 0.9 -0.9 1.34
C 1.58217 3.70471 3.05695 0.7 -0.2 1.1 -1.03
C 0.29133 4.06473 2.78970 -0.8 0.4 -0.7 -0.88
C -0.41556 3.44804 1.73726 1.4 0.2 1.5 -0.48
C 0.19368 2.37569 1.13503 0.3 -0.2 -0.2 -0.82
C 1.48764 1.92159 1.50098 -0.7 0.0 0.4 0.28
P 1.96827 0.50124 0.50765 0.6 -0.6 -0.7 0.84
C 3.27337 -0.43567 1.46653 -0.7 0.0 0.7 0.24
C 2.63522 -1.12547 2.52356 0.7 0.5 0.0 -1.25
C 3.32410 -1.72069 3.58209 -0.3 -0.8 -1.1 -0.94
C 4.69929 -1.91964 3.42018 0.5 0.7 0.0 -0.53
C 5.36416 -1.27545 2.36906 -0.7 -0.2 -0.5 -0.77
C 4.66273 -0.49615 1.39758 1.2 -0.2 0.3 2.26
C 5.52612 0.20286 0.35883 0.3 -0.2 -0.6 -1.62
C 2.82061 1.28180 -0.88905 -0.1 -0.7 -0.3 0.58
C 3.20909 2.62286 -0.91102 0.7 -0.1 0.3 -0.65
C 4.02503 3.08972 -1.94235 -0.1 0.3 0.3 -0.64
C 4.32228 2.22678 -3.00071 -0.6 -0.6 0.7 -0.70
C 3.87827 0.90529 -3.01361 -1.3 1.0 1.4 -1.10
C 3.10158 0.35863 -1.94905 1.3 -0.1 0.5 1.27
C 2.79019 -1.10206 -1.77842 -0.9 1.1 -0.5 -2.10
H 4.10899 3.16245 3.45745 -0.4 -0.1 -0.3 0.49
H 4.31096 2.15081 1.96490 -0.9 0.8 0.5 0.03
H 3.83270 1.41435 3.37797 -0.4 0.2 0.4 0.16
H 2.19836 4.28152 3.75645 -0.5 -0.1 0.0 0.28
H -0.15176 4.85839 3.38041 -0.1 0.1 -0.2 0.35
H -1.37134 3.81251 1.46469 -0.9 0.0 -0.3 0.57
H -0.34548 1.88121 0.33059 0.3 -0.2 0.0 0.16
H 1.56321 -1.12890 2.47150 -0.5 0.0 0.5 0.25
H 2.73485 -2.18626 4.37247 0.3 0.1 -0.1 0.47
H 5.30085 -2.52892 4.10833 -0.4 0.3 -0.1 0.34
H 6.44618 -1.44250 2.23265 -0.6 0.3 0.1 0.34
H 6.56740 0.28577 0.69485 -0.2 0.1 0.3 0.48
H 5.18692 1.20295 0.05030 0.0 -0.4 0.2 0.21
H 5.62911 -0.39015 -0.57249 -0.5 0.2 0.3 0.34
H 2.99593 3.23393 -0.01581 0.1 -0.2 -0.7 0.30
H 4.47437 4.10004 -1.91260 -0.5 -0.6 0.0 0.33
H 4.93018 2.59360 -3.78944 0.5 0.2 -0.7 0.42
H 4.03360 0.27945 -3.83325 0.6 -0.9 -1.3 0.55
H 3.28560 -1.57143 -0.93758 0.0 0.1 0.5 0.34
H 2.97095 -1.75232 -2.63496 0.2 0.4 -0.3 0.48
C -1.91477 -2.03598 -7.68065 0.7 -0.1 -0.2 -1.46
C -1.55847 -2.68330 -6.37141 0.3 0.2 -0.5 1.11
C -0.29264 -3.15885 -6.12520 1.3 -0.9 1.6 -0.70
C 0.05120 -3.72129 -4.87561 -1.3 0.7 0.2 -0.44
C -0.95384 -3.82469 -3.89993 -0.6 -0.1 -0.9 -0.05
C -2.28702 -3.47847 -4.19787 1.4 0.2 0.2 -0.51
C -2.51496 -2.82401 -5.39099 -1.4 -0.4 0.1 -0.52
S -0.55859 -4.45660 -2.30547 -0.5 -1.6 -0.9 1.15
O 0.54731 -5.35036 -2.55944 0.7 0.0 0.3 -0.82
O -1.72462 -5.13432 -1.74354 0.2 0.7 -0.3 -0.71
N -0.19344 -3.12660 -1.56400 -0.1 -0.1 0.8 -0.22
C -0.50012 -3.07800 -0.21784 -0.1 0.5 0.0 0.88
C -0.54015 -4.14078 0.69119 1.0 -0.7 0.1 -1.01
C -0.61707 -3.89803 2.02480 -1.3 1.1 1.1 -0.82
C -0.99115 -2.58789 2.46374 0.7 -1.7 0.0 -0.39
C -0.95224 -1.62069 1.51184 -0.3 2.0 0.1 -0.51
N -0.65767 -1.83085 0.20328 -0.1 0.6 0.8 -0.03
H -2.97754 -1.88809 -7.71200 -0.6 -0.2 -0.4 0.36
H -1.54179 -2.64950 -8.53835 -0.4 0.6 0.6 0.33
H -1.50566 -1.02023 -7.73287 0.3 -0.2 -0.1 0.28
H 0.53397 -3.14554 -6.80951 -0.1 0.3 -0.7 0.34
H 1.05633 -4.03521 -4.61080 -0.1 0.0 -0.2 0.45
H -3.07884 -3.70947 -3.49608 0.1 0.2 0.1 0.46
H -3.53312 -2.49758 -5.61628 0.2 0.0 0.1 0.22
H -0.28100 -5.12072 0.36370 0.0 -0.5 -0.3 0.42
H -0.51029 -4.67756 2.78318 0.0 0.0 -0.4 0.36
H -1.25257 -2.39207 3.50103 0.1 0.2 -0.3 0.59
H -1.17370 -0.57311 1.85503 0.3 -1.0 -0.8 0.48
F -5.12567 -0.69950 3.48261 0.0 0.1 0.2 -0.23
C -5.37736 0.57839 3.14760 0.5 -0.9 0.1 0.60
F -6.44464 0.96621 3.84899 0.3 0.4 -0.1 -0.24
F -5.67712 0.57314 1.86007 -0.4 0.3 -0.7 -0.20
S -3.82419 1.56766 3.40761 -0.2 -0.1 1.3 0.93
O -2.83571 0.98677 2.55958 0.0 -0.2 -0.6 -0.27
O -4.17936 2.93713 3.24585 -0.4 0.6 -0.7 -0.72
N -3.62863 1.33955 4.94799 0.0 0.0 0.1 -0.54
S -2.76185 0.22876 5.61673 1.6 1.1 0.3 0.99
O -2.44622 -0.92394 4.85037 -0.3 -1.2 -0.7 -0.59
O -3.18074 0.08515 6.97172 -0.1 -0.1 0.6 -0.70
C -1.00797 0.97175 5.66827 -2.2 1.0 0.0 0.62
F -0.19644 0.16280 6.26977 1.2 -1.4 0.9 -0.23
F -0.57894 1.18278 4.44445 0.3 0.1 -0.9 -0.09
F -0.96269 2.14725 6.32138 -0.1 0.2 0.2 -0.27
N -7.24160 4.12337 -0.53360 0.7 -0.6 -0.2 -0.64
C -6.31501 3.51746 -0.87790 -1.4 1.1 0.1 0.10
C -5.14627 2.88218 -1.36968 0.6 -0.4 0.9 0.14
C -4.18585 2.45333 -0.42113 0.0 0.0 -1.7 -0.92
C -3.04520 1.84112 -0.87796 -0.5 0.2 -0.1 0.43
C -2.84065 1.66752 -2.25872 1.7 -0.8 1.4 0.09
C -3.73182 2.20815 -3.13959 -0.3 -0.3 -1.2 -0.86
C -4.92247 2.74274 -2.73787 0.0 0.5 1.3 -0.66
C -1.68769 0.88110 -2.62019 0.0 0.2 -0.3 0.95
C -0.72448 0.13735 -2.77166 -0.3 0.4 0.1 -1.70
H -4.28974 2.57820 0.62085 -0.5 0.3 1.0 0.83
H -2.33558 1.50814 -0.14336 0.2 -0.3 0.0 0.21
H -3.51055 2.13082 -4.17740 0.1 -0.1 -0.7 0.55
H -5.65927 3.10483 -3.41570 -0.3 0.2 -0.5 0.52